No. 1
This record from the OMol25 dataset describes C23H20BClF4PPr as an isolated structure at a distorted geometry. The level of theory is ωB97M-V with the def2-TZVPD basis set.

The geometry in XYZ format:
```
51
Properties=species:S:1:pos:R:3:forces:R:3:mulliken_spin:R:1
C -1.215 -1.579 3.394 2.2 1.1 0.3 -0.004
C -1.024 -2.131 2.089 0.6 -0.5 -0.9 0.006
C 0.410 -2.285 1.817 -1.7 0.0 -0.3 -0.009
H -1.857 -2.284 1.367 0.9 -0.2 0.8 0.002
C 1.128 -1.790 2.932 -0.1 0.9 1.5 -0.007
C 0.148 -1.326 3.917 1.4 -4.4 0.4 -0.011
H 0.557 -1.077 5.008 -0.7 -2.2 -3.9 0.000
H -2.096 -0.994 3.764 0.6 -1.2 -0.1 -0.001
H 0.876 -2.696 0.917 -0.4 0.1 0.3 0.001
H 2.268 -1.619 3.078 -2.3 -0.6 -0.4 0.000
Pr -0.188 0.301 1.866 0.3 0.0 1.8 2.034
Cl 2.157 1.483 2.095 0.2 0.2 -0.6 -0.009
P 0.039 0.329 -0.852 -0.4 -0.5 3.9 0.007
C 1.285 -0.771 -1.268 0.7 -0.4 -1.8 0.002
C 0.947 -1.474 -2.434 1.0 -0.3 0.3 0.000
H -0.070 -1.429 -2.817 0.3 0.0 -0.1 0.000
C 1.940 -2.201 -3.056 0.2 -0.5 -0.2 0.000
H 1.689 -2.745 -3.957 0.2 -0.1 0.0 0.000
C 3.240 -2.227 -2.542 -0.1 0.1 0.1 -0.001
H 4.011 -2.806 -3.052 -0.2 0.2 0.2 0.000
C 3.552 -1.510 -1.381 0.2 -0.3 -0.2 0.001
H 4.567 -1.521 -0.986 -0.2 -0.1 -0.1 0.000
C 2.583 -0.775 -0.723 -0.7 0.0 -0.3 0.001
H 2.808 -0.202 0.175 -0.1 0.0 -0.2 -0.002
C -1.610 -0.176 -1.133 -0.4 0.1 -1.3 -0.004
C -2.044 -1.514 -1.018 0.1 0.6 -0.2 -0.002
H -1.392 -2.278 -0.590 -0.1 0.3 -0.3 0.000
C -3.309 -1.835 -1.482 -0.3 0.1 -0.1 0.001
H -3.649 -2.867 -1.421 0.0 0.2 0.0 0.000
C -4.135 -0.849 -2.034 0.1 0.0 0.0 -0.002
H -5.128 -1.110 -2.400 0.3 0.0 0.1 0.000
C -3.695 0.476 -2.115 -0.4 -0.1 0.1 0.001
H -4.328 1.247 -2.537 -0.1 -0.1 0.0 0.000
C -2.442 0.830 -1.661 0.0 -0.7 0.3 0.001
H -2.070 1.853 -1.708 -0.2 -0.2 -0.2 0.000
C 0.358 2.011 -1.095 0.0 0.3 -1.7 -0.004
C 0.875 2.093 -2.396 0.0 1.3 0.6 -0.001
H 1.111 1.177 -2.938 0.0 0.4 -0.1 0.001
C 1.068 3.348 -2.923 0.3 0.5 -0.3 0.000
H 1.463 3.418 -3.923 0.0 0.3 -0.2 0.000
C 0.763 4.489 -2.176 0.0 -0.2 -0.1 0.000
H 0.926 5.474 -2.616 -0.1 -0.3 0.2 0.000
C 0.258 4.375 -0.879 -0.1 0.3 0.2 0.001
H 0.025 5.265 -0.298 0.1 -0.1 -0.2 0.000
C 0.038 3.128 -0.307 0.3 -0.6 -0.8 -0.001
H -0.348 3.028 0.708 0.1 0.1 -0.3 0.000
F 0.194 0.541 3.945 0.0 4.1 1.1 -0.001
B -0.130 0.267 5.779 -0.9 2.0 -0.1 0.001
F -0.923 1.361 5.644 -0.1 0.1 1.3 0.000
F -0.820 -0.830 6.184 0.1 0.7 0.7 0.000
F 1.184 0.409 6.040 -0.5 -0.1 0.9 0.000
```
Positions in Å, forces in eV/Å.

Summary:
Largest force on an atom in eV Å⁻¹: 4.65
Net charge: 0
Electronic energy in a.u.: -2631.40370
Molar mass in g mol⁻¹: 590.55
Expectation value of S²: 2.00
2S+1: 3

***

No. 2
This record from the OMol25 dataset describes C23H20BrN9Zr as an isolated structure at a distorted geometry. The level of theory is ωB97M-V with the def2-TZVPD basis set.

The geometry in XYZ format:
```
54
Properties=species:S:1:pos:R:3:forces:R:3:lowdin_charge:R:1
Zr -0.309 0.083 0.560 0.3 -0.9 -0.5 1.898
N 0.027 -1.012 4.824 0.5 -0.5 1.2 0.119
C 0.242 -0.090 3.922 -0.4 1.0 0.0 -0.073
N -0.233 -0.510 2.743 0.5 -0.4 -0.2 -0.031
C -0.644 -1.791 3.042 -0.6 -0.6 -0.3 -0.306
N -0.514 -2.140 4.293 0.2 0.9 -0.5 0.229
C -1.223 -2.587 1.968 -0.6 -1.1 0.9 -0.158
C -1.765 -3.888 2.176 0.6 1.4 0.0 0.032
N -2.299 -4.495 1.146 -0.8 -1.1 0.1 0.166
C -2.418 -3.897 -0.026 0.3 -0.2 -0.5 -0.022
C -1.883 -2.637 -0.223 -0.6 -0.1 -1.0 -0.088
N -1.289 -1.976 0.770 0.5 0.3 0.4 -0.040
H 0.259 -0.965 5.836 -0.2 -0.1 -0.8 0.228
H 0.601 0.905 4.117 0.3 0.0 0.2 0.163
H -1.774 -4.376 3.169 0.2 0.3 -0.7 0.167
H -2.888 -4.426 -0.872 0.2 0.2 0.6 0.159
H -1.968 -2.187 -1.212 0.1 0.1 0.4 0.123
Br 6.486 -0.056 0.574 -0.5 -0.2 -0.2 1.030
C 4.640 0.002 0.480 -0.4 -0.1 0.9 -0.621
C 3.985 1.207 0.182 -0.2 -1.0 -0.7 -0.042
C 2.624 1.297 0.154 0.3 -0.5 1.0 -0.075
N 1.834 0.284 0.595 0.4 0.1 0.1 -0.168
C 2.445 -0.898 0.913 -0.7 -0.6 -0.4 -0.122
C 3.807 -1.094 0.839 -0.1 -0.2 -0.3 -0.027
H 4.535 2.002 -0.218 0.9 1.3 -0.2 0.118
H 2.155 2.211 -0.121 -0.3 0.5 -0.3 0.101
H 1.714 -1.736 1.124 1.1 0.7 0.1 0.130
H 4.210 -2.097 0.977 0.0 0.3 0.2 0.141
N 0.447 -0.098 -6.828 0.2 -0.1 0.7 0.299
C 0.523 -0.242 -5.684 -0.1 0.3 -1.1 -0.106
C 0.454 -0.361 -4.280 -0.1 -1.0 1.5 -0.131
C 0.821 -1.539 -3.593 -0.2 0.0 0.1 0.091
C 0.576 -1.678 -2.227 1.0 -0.1 -1.0 -0.068
N 0.069 -0.685 -1.495 -0.5 1.1 0.6 -0.126
C -0.213 0.486 -2.121 -0.2 -0.9 -1.1 -0.123
C -0.081 0.655 -3.484 0.2 0.5 0.1 0.065
H 1.278 -2.375 -4.109 -0.1 0.1 -0.1 0.156
H 0.925 -2.582 -1.748 -0.3 -0.1 0.3 0.143
H -0.703 1.274 -1.565 0.0 0.4 0.3 0.076
H -0.354 1.586 -3.944 -0.2 0.3 -0.1 0.148
N -2.349 0.928 1.085 -1.0 0.9 -0.1 0.009
C -2.029 2.191 0.408 0.5 -0.9 0.0 -0.339
C -0.695 2.601 0.596 0.0 0.2 0.5 -0.199
C -0.176 3.698 -0.105 -0.3 0.6 -0.8 -0.012
C -1.002 4.324 -1.056 0.4 -0.5 0.5 0.031
C -2.326 3.869 -1.188 0.3 0.9 -1.8 0.021
C -2.836 2.784 -0.524 -1.5 -0.5 0.7 0.010
H -3.211 0.519 0.698 0.3 0.0 0.0 0.149
H -2.592 1.147 2.048 0.1 -0.2 0.4 0.146
H -0.219 2.339 1.544 0.3 -0.1 0.3 0.118
H 0.830 4.074 0.101 -0.4 -0.1 -0.1 0.137
H -0.635 5.142 -1.688 -0.2 -0.3 0.4 0.151
H -2.944 4.320 -1.970 0.1 0.1 0.5 0.155
H -3.909 2.493 -0.602 1.0 0.2 -0.3 0.169
```
Positions in Å, forces in eV/Å.

Summary:
Largest force on an atom in eV Å⁻¹: 2.08
Net charge: +4
Electronic energy in a.u.: -4000.85992
Molar mass in g mol⁻¹: 593.60

***

No. 3
This record from the OMol25 dataset describes C23H20ClFeN7OS2Se as an isolated structure. The level of theory is ωB97M-V with the def2-TZVPD basis set.

The geometry in XYZ format:
```
56
Properties=species:S:1:pos:R:3:forces:R:3:mulliken_spin:R:1
Fe -0.714 0.172 0.499 0.1 0.0 0.0 3.751
O 0.870 -0.264 1.814 0.0 0.0 0.0 0.026
N 1.335 0.744 2.540 0.0 -0.1 0.0 0.001
C 2.617 0.658 2.956 0.0 0.0 0.0 -0.002
C 3.197 1.636 3.713 0.0 0.0 0.0 0.004
C 2.425 2.751 4.059 0.0 0.0 0.0 0.003
C 1.122 2.817 3.643 0.0 0.0 0.0 -0.001
C 0.529 1.797 2.868 0.0 0.0 0.0 0.005
S -1.095 1.825 2.360 0.1 0.0 0.0 0.060
H 3.118 -0.244 2.640 0.0 0.0 0.0 0.001
H 4.224 1.525 4.029 0.0 0.0 0.0 0.001
H 2.847 3.549 4.655 0.0 0.0 0.0 0.000
H 0.492 3.657 3.897 0.0 0.0 0.0 -0.001
S -3.650 -6.909 -0.535 -0.1 0.1 0.0 0.000
N -3.619 -5.969 0.779 0.1 -0.1 0.0 0.000
C -2.949 -4.878 0.452 0.0 0.0 0.0 -0.001
C -2.677 -3.757 1.333 0.0 0.0 0.0 -0.002
C -3.109 -3.693 2.658 0.0 0.0 0.0 0.002
C -2.817 -2.570 3.396 0.0 0.0 0.0 0.001
C -2.117 -1.527 2.789 0.0 0.0 0.0 -0.002
N -1.706 -1.579 1.533 -0.1 0.1 0.0 0.068
C -1.961 -2.678 0.811 0.0 0.0 0.0 -0.021
C -1.458 -2.694 -0.571 0.0 0.0 0.0 0.015
N -0.720 -1.645 -0.952 0.1 0.0 0.1 -0.003
C -0.281 -1.596 -2.199 0.0 0.0 0.0 0.004
C -0.538 -2.601 -3.131 0.0 0.0 0.0 0.001
C -1.269 -3.700 -2.741 0.0 0.0 0.0 -0.001
C -1.741 -3.759 -1.430 0.0 0.0 0.0 0.002
C -2.505 -4.872 -0.899 0.0 0.0 0.0 0.000
N -2.849 -5.959 -1.567 0.1 -0.1 0.0 0.000
H -3.666 -4.522 3.075 0.0 0.0 0.0 0.000
H -3.131 -2.476 4.425 0.0 0.0 0.0 0.000
H -1.887 -0.608 3.315 0.0 0.0 0.0 -0.001
H 0.309 -0.724 -2.454 0.0 0.0 0.0 -0.005
H -0.159 -2.506 -4.139 0.0 0.0 0.0 0.000
H -1.486 -4.513 -3.421 0.0 0.0 0.0 0.000
Cl -3.268 0.525 -0.943 0.0 0.0 0.0 0.026
C -1.583 1.296 -1.025 -0.1 -0.1 0.0 0.054
H -1.754 2.348 -0.806 0.0 0.0 0.0 -0.002
H -1.301 1.206 -2.076 0.0 0.0 0.0 -0.005
C 2.724 -1.941 -0.287 0.0 0.0 0.0 0.000
N 3.625 -0.858 0.057 0.0 0.0 0.0 0.003
C 4.814 -0.982 0.748 0.0 0.0 0.0 0.000
C 5.317 0.261 0.896 0.0 0.0 0.0 0.001
N 4.429 1.130 0.297 0.0 0.0 0.0 0.002
C 4.541 2.574 0.251 0.0 0.0 0.0 0.001
C 3.384 0.444 -0.227 0.0 0.0 0.0 0.003
Se 1.969 1.156 -1.154 0.0 0.1 0.1 0.012
H 3.240 -2.884 -0.122 0.0 0.0 0.0 0.000
H 2.440 -1.849 -1.333 0.0 0.0 0.0 0.000
H 1.830 -1.878 0.333 0.0 0.0 0.0 0.001
H 5.193 -1.936 1.065 0.0 0.0 0.0 0.000
H 6.220 0.601 1.369 0.0 0.0 0.0 0.000
H 5.459 2.864 0.758 0.0 0.0 0.0 0.000
H 3.682 3.024 0.748 0.0 0.0 0.0 0.000
H 4.559 2.913 -0.783 0.0 0.0 0.0 -0.001
```
Positions in Å, forces in eV/Å.

Summary:
Largest force on an atom in eV Å⁻¹: 0.15
Net charge: 0
Energy above the lowest of the compared OMol25 structures with the same formula, charge and spin in kJ/mol: 16.1
Electronic energy in a.u.: -6268.73597
Molar mass in g mol⁻¹: 644.85
Expectation value of S²: 6.01
2S+1: 5

***

No. 4
This record from the OMol25 dataset describes one molecule with the formula C23H20F2N4 at a distorted geometry. The level of theory is ωB97M-V with the def2-TZVPD basis set.

The geometry in XYZ format:
```
49
Properties=species:S:1:pos:R:3:forces:R:3:lowdin_charge:R:1
F 2.816 1.845 6.316 0.1 -0.4 -1.4 0.043
F -3.214 -4.981 1.649 0.9 0.9 0.8 0.026
N 0.797 0.636 -6.952 -0.2 -0.7 0.8 0.061
N 1.171 1.878 -4.524 -1.0 -0.2 0.5 0.103
C -1.183 -0.718 0.403 0.6 -0.8 0.6 -0.078
C -0.136 -0.086 0.970 0.5 0.4 0.0 -0.124
C 1.940 1.275 -6.717 -2.1 0.4 2.3 -0.119
C 2.111 1.943 -5.458 -1.3 -0.2 -1.5 -0.110
C -0.136 0.487 -5.937 2.5 0.5 -1.7 -0.071
C 0.037 1.119 -4.720 -0.2 -0.8 -1.2 -0.233
C 3.036 1.161 3.984 0.1 0.3 -3.5 -0.001
C 1.229 0.473 5.267 -0.5 0.9 1.4 -0.002
C -1.354 -4.001 3.014 -0.4 0.8 -2.0 0.006
C -2.299 -2.866 1.079 -0.5 -1.8 0.1 0.040
C 2.381 0.519 2.866 -0.8 0.0 1.2 0.038
C 0.609 -0.212 4.235 -1.0 0.7 4.4 -0.036
C -0.304 -3.023 3.173 -2.6 -0.8 -1.3 0.027
C 2.420 1.171 5.182 -1.6 -0.5 1.4 -0.273
C -2.334 -3.957 1.924 2.2 1.4 0.9 -0.235
C -1.317 -1.886 1.204 -2.2 -1.5 -0.8 -0.138
C 1.094 -0.114 3.013 3.3 -0.9 -1.3 -0.233
C -0.370 -1.965 2.203 0.6 -0.8 1.7 -0.177
N 0.389 -0.839 2.052 0.8 2.1 -2.2 0.050
N -1.399 0.971 -1.200 1.3 3.9 -1.9 -0.157
C -2.079 -0.121 -0.670 1.5 -0.6 2.9 -0.137
C 0.266 1.329 0.658 -2.3 -0.7 0.4 -0.064
C -1.108 0.859 -3.693 1.4 0.7 0.4 -0.117
C -0.963 1.879 -0.160 2.6 -0.6 -1.0 -0.161
C -0.401 0.998 -2.363 -1.7 -0.7 2.2 -0.164
H 2.677 1.328 -7.473 0.5 0.0 -0.8 0.084
H 2.898 2.704 -5.411 0.0 -0.6 0.7 0.105
H -0.922 -0.222 -6.179 -0.2 0.5 0.2 0.110
H 3.870 1.808 3.717 0.2 -0.4 0.4 0.119
H 0.625 0.704 6.136 0.2 -0.6 0.4 0.123
H -1.480 -4.902 3.554 0.5 -0.6 1.2 0.083
H -3.000 -2.939 0.270 -0.2 0.5 -0.5 0.119
H 2.854 0.524 1.897 0.1 0.1 0.0 0.108
H -0.293 -0.737 4.557 0.1 0.2 -0.8 0.135
H 0.384 -3.084 4.026 -0.3 0.1 -0.7 0.112
H -2.948 0.140 -0.053 -0.4 0.6 -0.7 0.141
H -2.374 -0.805 -1.379 -0.6 -1.7 -1.7 0.099
H 1.127 1.359 0.061 1.5 0.3 -0.7 0.092
H 0.385 1.861 1.605 0.2 0.3 -0.3 0.119
H -1.904 1.598 -3.723 0.2 0.5 -0.2 0.115
H -1.680 -0.093 -3.813 1.1 0.4 -0.2 0.125
H -0.704 2.849 -0.568 -0.1 0.2 -0.2 0.118
H -1.735 1.991 0.497 -2.2 0.5 1.9 0.091
H 0.206 1.937 -2.311 -1.0 -0.7 0.0 0.120
H 0.318 0.207 -2.209 0.4 -0.5 -0.2 0.118
```
Positions in Å, forces in eV/Å.

Summary:
Largest force on an atom in eV Å⁻¹: 4.53
Net charge: 0
Energy above the lowest of the compared OMol25 structures with the same formula, charge and spin in kJ/mol: 261.0
Electronic energy in a.u.: -1307.09307
Molar mass in g mol⁻¹: 390.44